Record 1
{"formula": "C19H28N2O3S2", "method": "the ωB97M-V functional and the def2-TZVPD basis", "smiles": "CSC1(C(=O)N2C[C@H]3CSC[C@@]3(C)C2)CN(C(=O)[C@@H]2CC3(CC3)CO2)C1", "relative_energy_kcal_mol": 27.5, "symbols": ["C", "S", "C", "C", "O", "N", "C", "C", "C", "S", "C", "C", "C", "C", "C", "N", "C", "O", "C", "C", "C", "C", "C", "C", "O", "C", "H", "H", "H", "H", "H", "H", "H", "H", "H", "H", "H", "H", "H", "H", "H", "H", "H", "H", "H", "H", "H", "H", "H", "H", "H", "H", "H", "H"], "coordinates": [[0.031, 1.479, -0.124], [0.436, -0.269, 0.041], [2.207, -0.221, -0.330], [2.466, 0.350, -1.718], [2.713, 1.539, -1.837], [2.412, -0.497, -2.776], [1.843, -1.835, -2.800], [0.882, -1.834, -4.001], [-0.576, -1.572, -3.600], [-0.789, 0.225, -3.597], [0.182, 0.288, -5.117], [1.368, -0.674, -4.928], [1.861, -1.169, -6.284], [2.511, 0.002, -4.138], [3.061, 0.448, 0.779], [3.532, -0.881, 1.149], [4.282, -1.250, 2.205], [4.714, -0.436, 3.003], [4.529, -2.746, 2.373], [3.972, -3.233, 3.731], [5.196, -3.831, 4.398], [5.224, -4.249, 5.829], [5.272, -5.289, 4.734], [6.353, -3.133, 3.733], [5.930, -2.992, 2.377], [2.869, -1.574, 0.052], [-1.018, 1.578, 0.150], [0.636, 2.077, 0.555], [0.173, 1.816, -1.147], [2.635, -2.577, -2.950], [1.325, -2.062, -1.873], [0.948, -2.791, -4.522], [-1.261, -2.009, -4.329], [-0.821, -1.970, -2.616], [-0.441, -0.035, -5.955], [0.504, 1.311, -5.309], [2.205, -0.338, -6.903], [2.694, -1.865, -6.167], [1.063, -1.682, -6.825], [2.455, 1.087, -4.129], [3.479, -0.290, -4.559], [3.840, 1.109, 0.402], [2.503, 0.946, 1.572], [4.116, -3.306, 1.533], [3.595, -2.389, 4.309], [3.169, -3.959, 3.606], [6.131, -4.067, 6.391], [4.312, -4.158, 6.403], [4.387, -5.892, 4.577], [6.209, -5.803, 4.564], [6.533, -2.147, 4.173], [7.276, -3.713, 3.738], [2.168, -2.357, 0.353], [3.561, -1.965, -0.698]], "nbo_charge": [-0.747, 0.226, -0.259, 0.688, -0.630, -0.440, -0.219, -0.230, -0.528, 0.198, -0.524, -0.062, -0.601, -0.216, -0.199, -0.434, 0.671, -0.625, 0.016, -0.415, -0.087, -0.409, -0.407, -0.059, -0.512, -0.201, 0.233, 0.221, 0.239, 0.195, 0.221, 0.219, 0.213, 0.236, 0.209, 0.234, 0.215, 0.211, 0.211, 0.243, 0.195, 0.225, 0.212, 0.183, 0.230, 0.215, 0.216, 0.216, 0.209, 0.212, 0.189, 0.189, 0.205, 0.205]}

Record 2
{"formula": "C19H28N2O3S2", "method": "the ωB97M-V functional and the def2-TZVPD basis", "smiles": "CSC1(C(=O)N2C[C@H]3CSC[C@@]3(C)C2)CN(C(=O)[C@@H]2CC3(CC3)CO2)C1", "relative_energy_kcal_mol": 26.3, "symbols": ["C", "S", "C", "C", "O", "N", "C", "C", "C", "S", "C", "C", "C", "C", "C", "N", "C", "O", "C", "C", "C", "C", "C", "C", "O", "C", "H", "H", "H", "H", "H", "H", "H", "H", "H", "H", "H", "H", "H", "H", "H", "H", "H", "H", "H", "H", "H", "H", "H", "H", "H", "H", "H", "H"], "coordinates": [[-0.688, -1.195, 0.625], [-0.122, 0.272, -0.255], [-1.636, 0.723, -1.140], [-2.066, -0.393, -2.076], [-2.990, -1.124, -1.752], [-1.391, -0.548, -3.236], [-0.166, 0.115, -3.646], [0.703, -1.008, -4.226], [1.671, -1.611, -3.195], [0.809, -3.003, -2.416], [0.164, -3.433, -4.047], [-0.297, -2.115, -4.686], [-0.365, -2.253, -6.203], [-1.663, -1.682, -4.105], [-2.773, 1.237, -0.222], [-2.458, 2.590, -0.672], [-3.160, 3.721, -0.474], [-4.101, 3.776, 0.301], [-2.709, 4.918, -1.311], [-2.966, 6.244, -0.596], [-4.326, 6.667, -1.141], [-5.374, 7.297, -0.286], [-4.666, 8.114, -1.337], [-4.705, 5.621, -2.176], [-3.484, 4.956, -2.507], [-1.507, 2.167, -1.694], [0.121, -1.480, 1.295], [-1.577, -0.969, 1.213], [-0.895, -2.009, -0.064], [-0.374, 0.877, -4.406], [0.320, 0.594, -2.800], [1.271, -0.629, -5.077], [2.567, -1.992, -3.688], [1.976, -0.896, -2.433], [0.962, -3.888, -4.641], [-0.646, -4.156, -3.956], [-1.086, -3.020, -6.495], [-0.674, -1.314, -6.667], [0.608, -2.531, -6.613], [-2.148, -2.461, -3.520], [-2.346, -1.389, -4.909], [-3.764, 0.895, -0.521], [-2.632, 1.082, 0.847], [-1.669, 4.795, -1.617], [-2.971, 6.121, 0.486], [-2.195, 6.964, -0.871], [-6.403, 7.017, -0.470], [-5.134, 7.479, 0.753], [-3.943, 8.847, -1.001], [-5.220, 8.394, -2.223], [-5.421, 4.905, -1.760], [-5.106, 6.044, -3.097], [-0.514, 2.615, -1.614], [-1.883, 2.288, -2.713]], "nbo_charge": [-0.748, 0.222, -0.258, 0.681, -0.630, -0.434, -0.221, -0.228, -0.529, 0.194, -0.521, -0.061, -0.601, -0.221, -0.191, -0.427, 0.659, -0.620, 0.012, -0.406, -0.090, -0.399, -0.409, -0.063, -0.516, -0.208, 0.234, 0.222, 0.237, 0.194, 0.224, 0.220, 0.213, 0.237, 0.209, 0.234, 0.215, 0.212, 0.211, 0.240, 0.197, 0.227, 0.209, 0.193, 0.232, 0.212, 0.213, 0.216, 0.210, 0.210, 0.184, 0.190, 0.206, 0.211]}

Record 3
{"formula": "C19H28N8O2", "method": "the ωB97M-V functional and the def2-TZVPD basis", "smiles": "Cc1cncc(C(=O)N[C@@H](C)CCNC(=O)[C@@H]2CCCN2Cc2nnn(C)n2)c1", "relative_energy_kcal_mol": 8.6, "symbols": ["C", "C", "C", "N", "C", "C", "C", "O", "N", "C", "C", "C", "C", "N", "C", "O", "C", "C", "C", "C", "N", "C", "C", "N", "N", "N", "C", "N", "C", "H", "H", "H", "H", "H", "H", "H", "H", "H", "H", "H", "H", "H", "H", "H", "H", "H", "H", "H", "H", "H", "H", "H", "H", "H", "H", "H", "H"], "coordinates": [[4.188, 0.015, -2.433], [3.918, 0.273, -0.978], [4.781, -0.175, 0.015], [4.601, 0.029, 1.319], [3.514, 0.696, 1.691], [2.563, 1.169, 0.791], [1.317, 1.800, 1.344], [1.278, 2.230, 2.491], [0.258, 1.811, 0.505], [-1.100, 2.121, 0.936], [-1.672, 3.275, 0.126], [-1.965, 0.861, 0.819], [-1.423, -0.311, 1.648], [-0.916, -1.463, 0.877], [0.130, -1.361, 0.006], [0.141, -0.628, -0.976], [1.321, -2.299, 0.243], [1.745, -3.018, -1.041], [1.057, -4.374, -0.894], [1.258, -4.658, 0.585], [1.051, -3.354, 1.228], [1.759, -3.220, 2.492], [1.154, -2.191, 3.390], [-0.090, -2.276, 3.905], [-0.246, -1.220, 4.656], [0.872, -0.541, 4.580], [1.089, 0.710, 5.285], [1.780, -1.100, 3.802], [2.786, 0.962, -0.563], [4.426, 0.941, -2.958], [5.027, -0.668, -2.561], [3.313, -0.423, -2.916], [5.673, -0.730, -0.260], [3.365, 0.847, 2.751], [0.317, 1.223, -0.317], [-1.024, 2.414, 1.984], [-2.683, 3.513, 0.458], [-1.052, 4.165, 0.235], [-1.716, 3.014, -0.934], [-2.974, 1.112, 1.151], [-2.040, 0.569, -0.230], [-0.633, 0.056, 2.312], [-2.205, -0.713, 2.289], [-0.749, -2.249, 1.500], [2.116, -1.628, 0.598], [1.457, -2.455, -1.926], [2.830, -3.149, -1.051], [-0.008, -4.285, -1.121], [1.480, -5.148, -1.532], [0.565, -5.396, 0.991], [2.282, -5.021, 0.756], [1.705, -4.182, 3.005], [2.821, -2.972, 2.352], [1.907, 0.583, 5.990], [1.321, 1.485, 4.558], [0.169, 0.938, 5.814], [2.087, 1.322, -1.307]], "nbo_charge": [-0.632, -0.060, 0.034, -0.419, 0.076, -0.193, 0.678, -0.667, -0.630, -0.050, -0.605, -0.431, -0.206, -0.639, 0.711, -0.661, -0.169, -0.397, -0.417, -0.209, -0.450, -0.255, 0.268, -0.295, -0.039, 0.018, -0.430, -0.261, -0.135, 0.224, 0.217, 0.225, 0.188, 0.219, 0.429, 0.222, 0.211, 0.219, 0.205, 0.215, 0.229, 0.182, 0.218, 0.420, 0.234, 0.239, 0.204, 0.209, 0.220, 0.206, 0.168, 0.226, 0.202, 0.217, 0.267, 0.230, 0.221]}